16
Properties=species:S:1:pos:R:3:forces:R:3 method="wB97M-V/def2-TZVPD" largest_force_ha_per_bohr=0.06611 homo_ev="-13.0945 / -12.9431" de_lowest_kcal_mol=83.3 e_tot_ha=-527.12433 charge=+1
C 0.801069 1.114872 -0.702076 0.556 0.483 -0.438
C 0.293692 -0.152119 1.329484 0.260 -0.228 0.943
C -0.368627 -0.998656 -0.814033 -3.071 -1.369 0.497
N -2.418841 -1.555314 0.009272 3.050 -0.124 -0.396
N -0.134388 0.173465 -0.043817 -0.452 0.499 0.167
I -3.433319 0.132027 0.195029 -0.372 0.584 -0.124
H 1.779707 0.646986 -0.797246 -0.072 -0.071 0.058
H 0.438926 1.383350 -1.691543 -0.132 -0.102 0.028
H 0.896126 2.018004 -0.104312 -0.105 -0.052 0.112
H 0.461127 0.762760 1.897162 -0.084 -0.010 -0.163
H -0.478179 -0.746622 1.814160 -0.056 0.011 -0.120
H 1.220208 -0.726503 1.301503 -0.058 0.083 -0.147
H 0.095735 -1.913409 -0.496046 0.268 -0.011 0.129
H -0.579425 -0.858847 -1.861048 0.073 0.194 -0.100
H -2.746109 -2.094507 -0.789544 -0.141 0.235 -0.341
H -1.072118 0.662073 0.049468 0.337 -0.121 -0.107

=====

19
Properties=species:S:1:pos:R:3:forces:R:3 method="wB97M-V/def2-TZVPD" largest_force_ha_per_bohr=0.07486 homo_ev=-4.0749 de_lowest_kcal_mol=14.5 e_tot_ha=-1309.31611 charge=-1
C -0.332958 0.043278 1.356617 -2.964 -2.448 0.186
C 0.409741 1.729625 -0.620698 -2.952 -0.177 0.528
C 0.212331 -0.742450 0.161619 0.155 -0.230 0.740
C 0.935990 0.282058 -0.741096 -0.201 0.706 -1.484
N -0.774906 -1.659967 -0.495986 -0.543 0.758 2.180
O 2.607790 1.236688 1.003598 0.307 -0.933 -0.783
O 3.262296 -1.042294 0.100614 -1.027 1.508 -0.369
O -1.363659 2.590592 1.441205 0.370 -0.579 -0.006
O -2.278741 1.012710 -0.219549 1.123 -0.190 0.822
S 2.832767 0.378499 -0.235297 0.147 -0.464 0.839
S -1.114771 1.448826 0.575981 0.306 1.341 -1.676
H -1.162074 -0.594115 1.921634 1.546 1.448 -1.142
H 0.483962 0.202780 2.018969 0.495 1.059 0.482
H 0.915707 2.519626 -0.049341 0.484 -0.638 -0.421
H -0.019886 2.094939 -1.614041 0.497 -0.260 1.541
H 1.000450 -1.351704 0.605838 0.141 -0.275 -0.276
H 0.679201 0.091807 -1.838024 1.065 -0.544 1.249
H -1.748565 -1.369085 -0.251481 1.185 -0.119 -0.305
H -0.676019 -1.437844 -1.438683 -0.131 0.037 -2.106